No. 1
A 12-piece molecular cluster, C31H92N16O13 overall, computed with ωB97M-V with the def2-TZVPD basis set.

The geometry in XYZ format:
```
152
Properties=species:S:1:pos:R:3:forces:R:3
C -1.7888 3.9449 -1.1842 0.419 0.034 -2.929
O -1.5292 3.8337 -2.4051 0.248 0.159 1.020
N -1.0326 4.7114 -0.3684 0.894 0.579 -0.120
N -2.8589 3.3432 -0.6814 -1.403 -1.830 0.876
H -0.5033 5.4329 -0.8411 -0.116 -0.295 0.182
H -1.2805 4.8570 0.5876 -0.315 0.096 0.613
H -2.9711 3.3850 0.3304 -0.136 -0.314 -0.423
H -3.1982 2.4865 -1.2136 0.484 1.429 0.891
C 1.1500 -0.1413 3.4077 2.140 1.653 -0.040
O 1.0743 0.6992 4.2989 0.053 0.436 0.069
N 2.1081 -0.0636 2.3856 -1.313 0.132 0.792
N 0.3122 -1.1753 3.3663 -0.103 -1.491 -1.368
H 2.9648 0.4609 2.4848 -0.250 0.288 0.465
H 2.2149 -0.9171 1.9039 0.262 -0.992 -0.929
H 0.5673 -1.9118 2.7068 -0.275 0.041 0.289
H 0.0074 -1.4599 4.2668 -0.538 -0.161 0.519
C -4.6715 1.0675 2.1143 -1.947 0.294 2.294
O -5.3833 0.1904 1.6512 0.293 -0.314 -0.703
N -5.2124 1.9517 3.0363 -1.791 -1.084 -0.670
N -3.3523 1.1736 1.9399 0.288 1.004 -0.305
H -6.1881 1.8352 3.3494 1.146 0.018 -0.713
H -4.6983 2.6683 3.4401 1.035 1.280 0.685
H -2.9406 0.3335 1.6706 1.150 -1.203 -0.779
H -2.7754 1.8312 2.4341 -0.098 0.041 0.087
C 1.0320 -3.5921 0.2616 -1.343 0.172 -2.232
O 1.5776 -2.8345 1.0308 0.925 1.071 0.841
N 0.6328 -3.1586 -1.0157 0.971 0.931 2.121
N 0.7926 -4.9054 0.6526 0.048 0.467 -0.930
H 0.2265 -3.7446 -1.7096 -0.116 -0.471 -0.383
H 0.8226 -2.1382 -1.2303 -0.378 -1.495 0.391
H -0.1446 -5.2338 0.5231 -0.274 -0.268 -0.227
H 1.1333 -5.0161 1.5831 0.008 -0.204 0.558
C -1.0941 3.8105 3.3332 -1.926 0.856 0.961
O -1.9524 4.4010 2.6236 1.454 -1.035 0.146
N -1.2556 3.8495 4.6983 -0.952 0.439 -0.597
N -0.0413 3.0911 2.9179 -0.370 0.430 -1.909
H -0.5311 3.5300 5.3021 0.262 -0.111 0.400
H -2.0615 4.3845 5.0340 0.871 -0.436 -0.152
H 0.3729 2.3955 3.4956 0.421 -0.575 0.779
H -0.1041 2.8424 1.9369 0.199 0.056 0.057
C -0.1992 0.4809 -1.8700 0.504 -2.609 0.070
C -1.1576 0.1300 -0.7869 -1.081 -0.389 -0.400
O -0.8321 0.5498 0.5165 2.184 0.051 0.100
O 0.9860 -0.1764 -1.4136 1.332 -0.243 -1.023
H -0.0595 1.4976 -1.9748 0.379 2.363 -0.161
H -0.5334 0.0551 -2.8482 -0.015 0.308 0.631
H -1.2712 -0.9809 -0.8210 -0.081 0.576 0.084
H -2.0578 0.6528 -1.0479 -0.942 -0.242 -0.006
H 0.1610 0.4492 0.5807 -1.277 0.031 0.112
H 1.7482 -0.0211 -2.0230 -0.539 0.041 0.570
C 2.2619 1.9698 7.0533 1.649 0.114 1.737
C 3.1489 2.6887 6.0930 0.063 0.008 -1.410
C 2.9623 4.1792 6.1491 1.426 -0.166 -0.078
O 1.8286 4.5049 5.4252 -1.448 1.393 0.077
C 1.1295 5.6317 6.0273 -0.099 -0.233 -1.605
N 4.5412 2.3816 6.3084 0.402 0.290 0.464
H 1.2962 2.3741 6.9722 -1.475 0.479 0.137
H 2.6917 2.0993 8.0941 -0.681 -0.069 -0.973
H 2.2017 0.9253 6.8460 -0.017 -0.804 -0.208
H 2.7967 2.4284 5.0819 0.161 -0.169 -0.031
H 3.8990 4.6744 5.7806 -0.701 -0.045 -0.068
H 2.8630 4.4659 7.1756 -0.060 0.379 0.904
H 1.1881 5.4766 7.0919 -0.515 0.259 0.497
H 0.0907 5.6802 5.6020 1.024 -0.305 0.661
H 1.5927 6.5943 5.7582 0.188 -0.294 0.150
H 5.1577 2.9986 5.7842 -0.145 -0.461 -0.025
H 4.7270 1.4153 6.1119 0.307 -0.227 -0.148
C 4.0372 -2.1687 -1.6514 2.590 -0.951 0.491
C 4.7425 -1.0674 -2.3961 -0.098 1.492 0.955
C 6.1291 -1.4704 -2.9654 -0.995 -1.281 0.139
O 5.9736 -2.5878 -3.8845 0.290 0.730 1.421
C 6.8535 -3.6861 -3.6461 1.231 1.056 -1.247
N 3.7506 -0.4850 -3.3006 0.704 0.981 -0.865
H 4.8211 -2.5045 -0.9314 -0.668 -0.527 -0.392
H 3.8523 -2.9133 -2.4031 -0.173 -0.904 -0.048
H 3.1594 -2.0267 -1.0649 -0.686 0.949 0.085
H 5.0007 -0.2666 -1.6816 -0.131 -0.059 -0.065
H 6.8503 -1.6902 -2.1460 -0.698 -0.293 -0.263
H 6.5892 -0.6366 -3.4601 0.011 0.591 -0.726
H 6.3461 -4.5866 -3.3234 -0.275 -0.124 -0.088
H 7.6558 -3.4407 -2.9190 -0.541 -0.073 -0.228
H 7.3636 -3.7868 -4.6363 -0.257 -0.715 0.837
H 4.1543 0.3298 -3.7895 -0.272 -0.374 0.372
H 3.5833 -1.1384 -4.0503 -0.223 -0.402 -0.232
C -2.7372 -2.7223 1.8209 -1.218 0.320 1.230
C -3.6618 -3.1144 0.6534 0.722 0.455 -0.204
C -5.0160 -3.8021 1.0012 0.733 0.570 0.904
O -4.9485 -4.9618 1.8523 0.684 1.034 -1.031
C -4.3049 -6.0329 1.2099 0.826 -1.557 0.017
N -3.8967 -1.9787 -0.2712 0.735 -0.168 -0.131
H -2.4361 -3.5396 2.4542 0.045 -0.750 0.067
H -3.1766 -2.0162 2.5351 -0.758 -0.110 -0.100
H -1.8473 -2.1689 1.6146 0.852 0.114 -1.205
H -3.0706 -3.7704 0.0241 0.052 -0.684 -0.037
H -5.4980 -4.0676 0.0711 -0.237 0.036 -0.371
H -5.6107 -3.0767 1.5624 -0.125 -0.051 -0.164
H -3.9226 -5.8940 0.1594 -0.485 0.474 0.970
H -5.0145 -6.8691 1.1557 0.106 0.033 -0.024
H -3.4397 -6.4010 1.8324 -0.663 0.450 -0.524
H -3.0074 -1.4659 -0.3708 -0.614 -0.491 -0.033
H -4.5150 -1.2915 0.1112 -0.673 0.405 0.630
C -5.1710 -0.6025 -3.1453 0.451 0.781 -0.257
C -3.7777 -0.0159 -3.5150 -2.389 2.696 -0.684
C -3.7030 0.1206 -5.0339 0.790 -1.710 -0.795
O -2.3995 0.5572 -5.4308 -0.571 1.217 -0.864
C -2.4448 1.4065 -6.6286 0.942 -1.841 0.523
N -3.5426 1.3512 -2.8964 1.403 -0.287 -1.281
H -6.0298 0.0549 -3.4192 0.760 -0.262 -0.079
H -5.2302 -0.7424 -2.0657 -0.006 -0.373 -0.184
H -5.2531 -1.5365 -3.7171 -0.275 0.054 0.484
H -3.0282 -0.6510 -3.1640 1.258 -1.015 0.528
H -4.4707 0.7751 -5.4245 -0.291 0.520 0.150
H -3.8846 -0.8718 -5.5554 0.071 0.715 0.658
H -1.4016 1.6077 -6.8830 -0.130 0.280 0.268
H -3.0047 2.3162 -6.4817 -0.237 0.267 0.185
H -2.8187 0.8244 -7.4833 -0.337 0.161 0.225
H -4.3104 1.9719 -3.1166 -0.478 -0.100 -0.037
H -2.7445 1.8094 -3.4460 -1.103 -0.845 1.179
C 4.7150 3.7396 -0.8380 1.949 0.834 0.463
C 3.7545 2.6846 -0.4434 -1.516 0.133 0.907
C 3.4035 2.7324 1.0561 1.013 1.229 0.300
O 4.4557 2.2019 1.8716 -0.706 -0.893 -1.262
C 5.1435 3.1276 2.6092 2.184 0.662 0.497
N 2.4765 2.6502 -1.1551 -0.591 0.981 0.481
H 5.5840 3.8381 -0.1253 -0.808 -0.333 -0.628
H 4.3124 4.7291 -0.9301 -0.695 0.582 0.243
H 5.1456 3.5530 -1.8044 0.288 -0.327 -0.592
H 4.1661 1.7401 -0.6678 0.891 -1.308 0.181
H 2.5530 2.1243 1.2465 -0.901 -0.366 -0.033
H 3.2060 3.7909 1.4146 -0.050 -0.985 -0.606
H 6.1220 2.6538 2.9053 -1.041 0.360 0.119
H 4.5630 3.4378 3.4731 0.036 0.187 0.366
H 5.4640 4.0300 2.0420 -0.464 -0.356 0.128
H 1.8869 3.4200 -0.8016 0.167 -0.443 -0.536
H 2.5966 2.7845 -2.1493 0.005 0.128 -0.122
C -2.4815 -5.4733 -4.0707 1.261 0.072 0.156
C -2.6456 -4.3286 -3.0549 0.914 0.805 -1.027
C -1.8921 -3.1557 -3.6143 0.097 2.652 -1.461
O -0.5863 -3.5862 -3.9346 0.529 -0.201 0.334
C 0.2886 -2.5568 -4.2626 0.752 1.698 0.031
N -4.0327 -3.9799 -2.7614 1.171 -0.386 1.569
H -2.8686 -6.3505 -3.5951 -0.548 -0.758 -0.293
H -1.4225 -5.6951 -4.4120 -1.034 0.460 1.102
H -2.9224 -5.2138 -5.0225 -0.881 -0.066 -0.129
H -2.0099 -4.5191 -2.1887 -0.700 -0.679 0.711
H -1.8109 -2.2329 -2.8973 -0.339 -1.601 -0.977
H -2.3582 -2.7894 -4.6111 0.284 -0.272 1.467
H 1.3215 -2.8863 -4.2749 0.057 -0.801 -0.377
H 0.3726 -1.7926 -3.4574 -0.640 -0.115 -0.364
H 0.0836 -2.0278 -5.2330 -0.180 -0.540 0.756
H -4.1243 -3.0752 -2.2849 0.113 -0.437 0.003
H -4.5853 -3.9944 -3.5721 -0.735 -0.019 -1.251
```
Positions in Å, forces in eV/Å.

Results
- maximum force (eV Å⁻¹) = 3.7
- calculated total energy (Eh) = -3090.6013
- molecular weight (g mol⁻¹) = 897.18
- structure (SMILES) = COC[C@H](C)N.COC[C@H](C)N.COC[C@H](C)N.COC[C@H](C)N.COC[C@H](C)N.COC[C@H](C)N.NC(N)=O.NC(N)=O.NC(N)=O.NC(N)=O.NC(N)=O.OCCO
- relative energy (zero: lowest compared OMol25 entry of this formula, charge and spin) (kcal per mole) = 38.65
- highest occupied orbital energy (eV) = -9.02

---

No. 2
One molecule with the formula C20H28N2O3, computed with ωB97M-V with the def2-TZVPD basis set.

The geometry in XYZ format:
```
53
Properties=species:S:1:pos:R:3:forces:R:3
C -0.3359 -6.8103 0.4645 -0.310 0.240 0.161
C -1.7515 -6.3592 0.8153 0.141 -0.319 -0.254
O -1.7730 -5.3302 1.7813 0.006 0.226 0.182
C -1.4531 -4.0528 1.4164 0.021 0.149 0.068
C -1.3974 -3.1293 2.4610 -0.004 -0.197 -0.128
C -1.1043 -1.8069 2.2146 0.011 0.001 -0.156
C -0.8564 -1.3610 0.9158 -0.074 -0.427 -0.140
C -0.9114 -2.2794 -0.1243 0.046 0.249 -0.057
C -1.2071 -3.6089 0.1228 -0.106 -0.359 0.218
H -1.2449 -4.2841 -0.7174 0.004 -0.095 -0.048
H -0.7307 -1.9476 -1.1324 -0.002 -0.002 -0.023
N -0.5363 -0.0117 0.7423 -0.023 0.439 0.337
C -0.3913 0.6781 -0.4376 0.141 0.037 0.336
O -0.5864 0.1844 -1.5307 -0.070 -0.279 -0.238
N 0.0089 1.9865 -0.2980 0.076 0.193 -0.081
C 0.3506 2.6005 0.9678 0.191 -0.137 0.411
H -0.4769 2.5020 1.6867 0.030 0.109 -0.048
C 1.6419 2.0561 1.5983 -0.019 0.071 -0.338
H 1.8246 2.6159 2.5189 0.027 -0.015 0.097
C 2.8723 2.1545 0.6905 0.065 0.022 0.269
C 4.0380 1.3998 1.3273 -0.202 0.044 -0.202
H 3.7811 0.3546 1.4839 0.013 -0.125 0.054
H 4.9151 1.4424 0.6861 0.137 -0.016 -0.028
H 4.2956 1.8392 2.2890 0.063 0.041 0.140
C 3.2752 3.6034 0.4268 -0.125 -0.295 -0.099
H 3.4769 4.1171 1.3649 0.028 0.096 0.118
H 2.4959 4.1447 -0.1029 -0.080 0.164 -0.078
H 4.1773 3.6372 -0.1800 0.086 0.071 -0.071
H 2.6290 1.6703 -0.2604 0.006 0.012 0.018
H 1.5107 1.0068 1.8676 -0.011 0.007 0.097
H 0.4735 3.6701 0.7918 -0.103 -0.087 0.010
C -0.1266 2.8318 -1.4881 -0.212 -0.140 -0.159
C -1.5271 2.7222 -2.0172 0.247 0.143 -0.870
C -2.0390 2.5053 -3.2606 0.389 0.211 0.549
C -3.4485 2.5165 -3.1155 -0.272 0.101 0.476
C -3.6873 2.7387 -1.7978 -0.495 -0.132 -0.675
O -2.5308 2.8707 -1.1230 0.296 0.060 0.380
H -4.5945 2.8215 -1.2327 -0.065 0.019 0.149
H -4.1753 2.3730 -3.8885 -0.214 -0.031 -0.098
H -1.4922 2.3429 -4.1651 0.216 -0.063 -0.157
C 0.9043 2.5074 -2.5679 -0.220 0.081 0.089
H 0.7635 1.4862 -2.9068 0.037 -0.031 -0.047
H 1.9097 2.6214 -2.1725 0.091 0.046 0.033
H 0.7787 3.1872 -3.4058 0.046 0.099 -0.132
H 0.0265 3.8664 -1.1539 -0.011 -0.192 0.019
H -0.5515 0.5201 1.5977 0.049 0.014 -0.164
H -1.0662 -1.1077 3.0392 -0.002 0.069 0.088
H -1.5922 -3.4755 3.4637 -0.021 -0.034 0.118
H -2.2987 -6.0575 -0.0865 -0.012 -0.024 0.111
H -2.2959 -7.1832 1.2861 0.021 0.118 -0.138
H 0.1781 -7.1414 1.3635 0.058 -0.050 0.056
H -0.3778 -7.6339 -0.2431 0.027 -0.093 -0.092
H 0.2326 -5.9943 0.0252 0.084 0.015 -0.062
```
Positions in Å, forces in eV/Å.

Results
- maximum force (eV Å⁻¹) = 0.9
- calculated total energy (Eh) = -1114.1373
- molecular weight (g mol⁻¹) = 344.45
- structure (SMILES) = CCOc1ccc(NC(=O)N(CCC(C)C)[C@@H](C)c2ccco2)cc1
- relative energy (zero: lowest compared OMol25 entry of this formula, charge and spin) (kcal per mole) = 43.68
- highest occupied orbital energy (eV) = -7.61

---

Number 1: E_LUMO 0.50 eV. Number 2: E_LUMO 0.76 eV.